Entry 1:
Computed, not measured: 2 unconnected molecules or ions with the total composition C26H30N4O5 at a distorted geometry, with ωB97M-V/def2-TZVPD.

Properties
E_tot ... -43622.6798 eV
Maximum force ... 19.22 eV/Å

ORCA input file:
```
! wB97M-V def2-TZVPD RIJCOSX def2/J DEFGRID3
* xyz 0 1
C 1.5651 4.2695 -0.0100
C 1.3246 3.7198 1.2849
O 0.5382 2.6508 1.1978
C 0.9383 1.3975 0.6402
C 2.2594 0.9311 0.4709
C 2.6498 -0.2075 0.2072
C 1.6556 -1.2057 -0.0634
C 0.3823 -0.7234 -0.3604
C -0.0975 0.5298 0.0714
N -1.3782 0.7378 0.1004
C -2.0655 2.1158 -0.3244
O -1.5475 3.0066 -0.8539
C -3.4778 1.6167 -0.4447
N -3.9797 0.7411 0.0648
N -5.3050 0.4371 -0.1181
C -6.3216 1.3663 -0.2414
O -7.3972 0.9490 -0.3009
C -5.7142 2.6182 -0.6744
C -4.2341 2.9780 -0.8082
H -3.9101 3.8505 -0.9179
H -6.4219 3.4332 -1.1468
C -5.8448 -0.7905 0.5597
C -4.6231 -1.7464 0.1816
C -4.5575 -2.3933 -0.9549
C -3.4228 -3.0983 -1.6565
C -2.3728 -3.4912 -0.4614
C -2.5636 -3.1234 0.8010
C -3.6124 -1.9542 1.0574
H -3.8152 -1.6982 2.1772
H -1.7905 -3.1644 1.6294
H -1.6040 -4.0404 -0.7307
H -3.3646 -3.7424 -2.5192
H -5.2098 -2.2070 -1.8642
H -6.0046 -1.0000 1.4466
H -6.6654 -1.1735 -0.1623
H -2.0059 0.2076 0.2999
H -0.2817 -1.4774 -0.7433
O 2.0851 -2.3398 -0.3677
C 2.5680 -3.1477 0.4196
C 1.3962 -3.4299 1.5170
H 1.2255 -2.7381 2.0771
H 1.7879 -4.1574 2.4071
H 0.5807 -4.0928 0.9563
H 3.3797 -2.8456 0.9345
H 2.8413 -4.0257 -0.1822
N 4.2152 -0.5130 0.1297
C 5.1188 0.2973 0.8285
C 5.6758 1.3573 -0.1217
H 6.3837 2.1612 0.1964
O 5.9438 1.0053 -1.2888
C 5.1395 0.1860 -2.0395
C 4.6466 -0.9528 -1.1349
H 4.0656 -1.5319 -1.7047
H 5.5385 -1.7155 -0.7124
H 5.7227 -0.3307 -2.7627
H 4.2968 0.8516 -2.0886
H 4.7013 2.1307 -0.4883
H 4.5438 0.8373 1.7548
H 5.9150 -0.1350 1.0764
H 3.0885 1.8264 1.2680
H 0.6007 4.3713 1.7329
H 2.1259 3.5524 1.9801
H 2.2561 3.6156 -0.6750
H 0.4496 4.2987 -0.5737
H 1.9833 5.1455 0.0281
*
```

---

Entry 2:
Computed, not measured: a molecular structure, C26H30N5NaO8S2 at a distorted geometry, with ωB97M-V/def2-TZVPD.

Properties
E_tot ... -77364.9620 eV
Maximum force ... 3.05 eV/Å

ORCA input file:
```
! wB97M-V def2-TZVPD RIJCOSX def2/J DEFGRID3
* xyz -2 1
Na 0.7212 -2.9880 0.6613
C -1.5011 -1.8465 2.9895
O -2.0852 -2.4726 1.8494
C -2.4493 -1.5139 0.8263
C -1.4228 -1.1958 -0.1681
O -1.0863 -2.3194 -0.9680
C -1.5367 -2.1854 -2.3470
C -0.8756 -3.2052 -3.2573
O -1.2574 -4.5494 -3.2227
C -1.1871 -5.1251 -1.9400
H -2.0989 -0.9465 3.2403
H -1.4932 -2.5908 3.7961
H -0.4191 -1.5734 2.8680
H -3.2624 -2.0090 0.3428
H -2.8019 -0.6709 1.3407
H -1.7893 -0.3227 -0.7185
H -0.5918 -0.8374 0.4025
H -2.6505 -2.1878 -2.3990
H -1.1254 -1.2134 -2.6786
H -1.0474 -2.8141 -4.3296
H 0.1917 -3.0881 -3.1269
H -0.3570 -4.8241 -1.3357
H -2.1139 -4.7827 -1.4715
H -1.2147 -6.2565 -2.0249
C -2.2132 2.1652 0.4610
C -1.5070 1.9736 1.7895
C -1.9610 2.6861 2.9169
C -1.3595 2.4822 4.1372
C -0.2469 1.6218 4.2656
C 0.4153 1.5256 5.4738
C 1.5196 0.7230 5.4951
C 1.9573 0.0216 4.3696
C 1.3740 0.2255 3.1272
S 1.9869 -0.5430 1.7195
C 0.2089 1.0480 3.0843
N -0.3880 1.2111 1.8800
H -2.4038 3.2460 0.3070
H -3.1772 1.6456 0.5008
H -1.6766 1.7859 -0.3867
H -2.7639 3.4301 2.9150
H -1.6743 3.0585 4.9165
H 0.1191 2.1155 6.3377
H 2.1656 0.6489 6.4097
H 2.8121 -0.6394 4.5183
O 0.6774 1.6646 -3.9904
C 0.3494 1.7996 -2.8028
O -0.1850 0.9591 -2.0124
C 0.7004 3.0997 -2.0910
C 0.8352 3.1201 -0.7224
C 1.1388 4.3611 -0.1160
C 1.3239 5.5571 -0.8462
C 1.1816 5.4640 -2.2129
C 0.8792 4.2678 -2.8814
N 1.3587 6.7391 -2.9664
O 1.7256 7.7106 -2.3615
O 1.1509 6.6854 -4.1482
H 0.5389 2.2742 -0.1523
H 1.0114 4.4802 0.9303
H 1.2930 6.4717 -0.2787
H 0.9200 4.1442 -3.9159
O 1.5885 -7.1544 -0.4125
S 1.0290 -6.6425 0.8440
N 0.7843 -5.2110 1.0995
N 1.9044 -1.4092 -1.7885
C 2.2792 -1.2279 -3.0393
C 2.9132 -2.3541 -3.4737
C 2.8319 -3.2148 -2.3530
N 2.2088 -2.6067 -1.3234
H 1.4178 -0.7249 -1.2480
H 2.0878 -0.2863 -3.5372
H 3.2347 -2.6245 -4.4755
H 3.0880 -4.2553 -2.2914
*
```

---

Entry 3:
Computed, not measured: 2 unconnected molecules or ions with the total composition C26H30O3 at a distorted geometry, with ωB97M-V/def2-TZVPD.

Properties
E_tot ... -33588.4815 eV
Maximum force ... 1.93 eV/Å

ORCA input file:
```
! wB97M-V def2-TZVPD RIJCOSX def2/J DEFGRID3
* xyz 0 1
C 3.8647 -1.0937 3.8459
C 2.9834 0.1187 3.7025
O 1.6448 -0.3532 3.4180
C 0.7679 0.6125 3.0288
C -0.6087 0.0898 3.1020
C -1.6597 1.0590 3.3407
O -1.4860 2.2746 3.3917
C -3.1001 0.5100 3.5515
C -3.1862 -0.9356 4.0200
C -2.2240 -1.8653 3.2731
C -0.7844 -1.3451 3.3860
O 1.1385 1.7025 2.6150
H 4.9036 -0.7714 3.9279
H 3.6051 -1.6478 4.7519
H 3.7790 -1.7695 2.9895
H 2.9334 0.6984 4.6368
H 3.3268 0.7743 2.8906
H -3.6071 1.1616 4.2761
H -3.6236 0.6382 2.5910
H -2.9427 -0.9692 5.0915
H -4.2184 -1.2922 3.9122
H -2.2662 -2.8657 3.7213
H -2.5199 -1.9675 2.2212
H -0.1216 -1.9196 2.7235
H -0.4677 -1.5678 4.4243
C 3.6607 -4.7910 -1.3948
C 2.9350 -3.4993 -1.1677
C 3.3400 -2.6350 -0.1385
C 2.6242 -1.4758 0.1401
C 1.4646 -1.1274 -0.6107
C 0.6596 0.0353 -0.3423
C -0.0938 0.6625 -1.3353
C -0.8800 1.7964 -1.1374
C -1.8601 2.2587 -2.0733
C -2.4597 3.5450 -1.9433
C -3.4691 3.9557 -2.8014
C -3.9168 3.1213 -3.8383
C -5.0281 3.5893 -4.7285
C -3.3132 1.8649 -4.0109
C -2.3046 1.4389 -3.1555
C 1.0960 -2.0045 -1.6712
C 1.8233 -3.1520 -1.9490
H 3.2182 -5.3335 -2.2351
H 4.7175 -4.6103 -1.6242
H 3.6337 -5.4480 -0.5138
H 4.2337 -2.8847 0.4430
H 2.9455 -0.8053 0.9402
H 0.6779 0.4808 0.6515
H -0.0268 0.2583 -2.3531
H -0.7263 2.3666 -0.2155
H -2.1117 4.1970 -1.1406
H -3.9226 4.9436 -2.6845
H -5.2751 2.8369 -5.4824
H -5.9340 3.7977 -4.1441
H -4.7668 4.5214 -5.2470
H -3.6478 1.2263 -4.8334
H -1.8739 0.4449 -3.2925
H 0.1928 -1.7895 -2.2439
H 1.5363 -3.8087 -2.7736
*
```

---

Entry 4:
Computed, not measured: a molecular structure, C26H31AsFIrN3O10S2 at a distorted geometry, with ωB97M-V/def2-TZVPD.

Properties
E_tot ... -140467.3853 eV
Maximum force ... 1.78 eV/Å

ORCA input file:
```
! wB97M-V def2-TZVPD RIJCOSX def2/J DEFGRID3
* xyz 1 1
Ir -2.8605 -0.6084 -0.1536
C 3.6319 -2.9533 3.4333
C 2.7927 -1.7492 3.8388
N 1.8382 -1.3722 2.7913
C 0.5858 -1.8708 2.8572
C -0.3567 -1.7430 1.8856
C -1.6956 -2.3861 2.1320
O -1.8321 -3.0793 3.1216
O -2.5825 -2.1909 1.2194
C -0.0328 -1.0747 0.6780
O -0.7742 -0.9570 -0.3343
C 1.3017 -0.4953 0.6219
C 1.6855 0.2200 -0.5135
C 2.9437 0.7236 -0.6197
F 3.2780 1.3476 -1.7735
C 3.8913 0.5999 0.4132
C 3.4929 -0.0907 1.5488
C 2.2205 -0.6645 1.6628
N 5.1722 1.1961 0.3651
C 6.3023 0.5779 1.0317
C 7.0454 1.6656 1.8071
N 6.9643 2.9471 1.0143
C 6.9421 2.6563 -0.4563
C 5.5971 2.0023 -0.7823
H 4.3324 -3.2079 4.2288
H 4.1953 -2.7550 2.5202
H 2.9870 -3.8135 3.2543
H 3.4172 -0.8922 4.0860
H 2.2105 -1.9845 4.7266
H 0.3167 -2.4220 3.7503
H 0.9609 0.3939 -1.2993
H 4.1738 -0.1710 2.3828
H 6.9662 0.1000 0.3017
H 5.9906 -0.1989 1.7210
H 8.0920 1.4031 1.9525
H 6.5854 1.8466 2.7758
H 7.7313 3.5718 1.2599
H 6.0889 3.4194 1.2483
H 7.7889 2.0091 -0.6721
H 7.0619 3.5795 -1.0172
H 5.7051 1.4256 -1.7040
H 4.8562 2.7774 -0.9609
O -1.5605 2.0592 -3.7218
As -1.8078 1.8672 -1.9712
O -0.3569 2.1653 -1.2862
O -2.3688 0.2476 -1.9383
C -3.2496 3.1533 -1.8846
C -3.3856 4.0880 -2.9025
C -4.4889 4.9318 -2.9158
C -5.4561 4.8546 -1.9246
C -5.3234 3.9346 -0.8960
C -4.2135 3.1065 -0.8843
S -4.1268 1.8114 0.2957
O -4.8402 2.1784 1.4713
O -4.6497 0.6001 -0.4206
O -2.6663 1.5294 0.5006
H -0.8144 1.4955 -3.9578
H -2.6417 4.1322 -3.6840
H -4.5953 5.6519 -3.7168
H -6.3249 5.4978 -1.9633
H -6.0567 3.8495 -0.1055
O -4.3606 -2.0436 -0.5911
S -4.8146 -2.4022 -2.0153
C -6.5058 -3.0071 -1.7058
C -6.4406 -4.5306 -1.5186
C -4.9910 -4.8754 -1.1901
C -4.1779 -4.0883 -2.2067
H -7.1238 -2.6990 -2.5473
H -6.8169 -2.4714 -0.8099
H -6.7314 -5.0235 -2.4478
H -7.1203 -4.8606 -0.7349
H -4.7969 -5.9461 -1.2384
H -4.7314 -4.5258 -0.1896
H -4.3657 -4.4099 -3.2340
H -3.1078 -4.0533 -2.0082
*
```

---

Entry 5:
Computed, not measured: a molecular structure, C26H31BCrN17OS at a distorted geometry, with ωB97M-V/def2-TZVPD.

Properties
E_tot ... -94774.6919 eV
Maximum force ... 4.23 eV/Å

ORCA input file:
```
! wB97M-V def2-TZVPD RIJCOSX def2/J DEFGRID3
* xyz -2 6
Cr 0.9321 -0.4287 0.4962
C 1.6716 2.9739 3.1534
C 1.9308 2.1285 2.0220
N 0.9873 1.2264 1.8641
N 0.0225 1.4903 2.8230
C 0.4172 2.5112 3.5729
B -1.1781 0.4297 2.8598
N -1.7039 0.4179 1.3833
C -2.9738 0.1028 1.0644
C -3.0054 -0.2796 -0.2958
C -1.7089 -0.1849 -0.7423
N -0.9147 0.2024 0.2591
N -0.6525 -1.0118 2.9913
C -0.5613 -1.7677 4.0690
C 0.2223 -2.8957 3.8198
C 0.5916 -2.7471 2.4450
N 0.1983 -1.5439 2.0047
N -2.1100 0.8661 4.0640
C -3.2449 0.1761 4.3767
C -4.0708 0.9417 5.1467
C -3.4102 2.2033 5.2066
N -2.2516 2.1945 4.5201
H 2.4461 3.5441 3.6841
H 2.7173 2.1405 1.2548
H -0.3293 2.8744 4.2562
H -3.7669 0.2320 1.8121
H -3.8793 -0.3905 -0.8941
H -1.2783 -0.4433 -1.7069
H -1.0771 -1.4306 4.9599
H 0.5015 -3.6752 4.5165
H 1.2764 -3.3355 1.7861
H -3.4770 -0.7559 3.8702
H -5.0344 0.6998 5.5160
H -3.7683 3.0497 5.7071
N 3.9303 0.3172 -1.1887
C 4.0725 -0.1654 0.1350
N 5.2154 -0.4668 0.6803
N 4.8250 -0.8963 1.9748
N 3.5730 -0.8533 2.0913
N 3.0125 -0.3535 0.9431
C 2.7817 0.9976 -1.6465
N 2.9282 1.7036 -2.7047
N 1.7340 2.3427 -2.8604
N 0.8468 1.8696 -2.0362
N 1.5334 0.9902 -1.0791
H 4.7804 0.5718 -1.6900
C -1.7889 3.8031 -1.7316
S -1.6567 5.2424 -2.8068
C -0.0438 5.9000 -2.2809
O -2.6831 6.1982 -2.3960
H -2.8325 3.3989 -1.8242
H -1.5362 4.1138 -0.6909
H -1.0807 3.0561 -2.0913
H 0.6997 5.7366 -3.0818
H 0.2269 5.3096 -1.4503
H -0.2574 6.9482 -1.9870
C -0.7799 -3.4053 -0.8833
C 0.5808 -3.0164 -1.5597
C 1.7388 -4.0773 -1.3118
C 1.2017 -1.7289 -1.0299
C 0.2822 -2.8502 -3.1126
C 1.3091 -3.0714 -4.1072
C 1.1116 -2.7408 -5.4435
C -0.1018 -2.3273 -5.8403
C -1.1236 -2.1814 -4.9424
C -0.9323 -2.4386 -3.6175
H -0.6609 -3.4532 0.2161
H -1.1816 -4.3317 -1.2525
H -1.6186 -2.7350 -0.9743
H 1.9389 -4.2243 -0.2604
H 2.6493 -3.5902 -1.7296
H 1.4963 -5.0482 -1.7092
H 2.1443 -1.4802 -1.6036
H 2.2393 -3.4806 -3.8355
H 1.9690 -2.7712 -6.1117
H -0.2410 -2.0581 -6.8715
H -2.0787 -1.7816 -5.2815
H -1.7420 -2.4875 -2.8826
*
```

---

Entry 6:
Computed, not measured: a molecular structure, C26H31F4INO5P at a distorted geometry, with ωB97M-V/def2-TZVPD.

Properties
E_tot ... -67430.7333 eV
Maximum force ... 10.11 eV/Å

ORCA input file:
```
! wB97M-V def2-TZVPD RIJCOSX def2/J DEFGRID3
* xyz 0 1
O 3.8526 2.4514 -1.8833
P 2.9562 2.3569 -0.5487
C 3.6294 1.1230 0.7414
I 4.1504 2.4283 2.4173
C 5.1470 0.6657 0.2064
O 6.1739 1.4716 -0.1776
O 5.2648 -0.7996 0.2552
C 4.1303 -1.2583 1.1243
C 3.9831 -2.8728 0.9121
F 5.0484 -3.5030 1.7792
F 2.7019 -3.4624 1.3600
C 4.2658 -3.4147 -0.6076
F 3.2350 -4.3744 -1.1038
F 5.5613 -4.1847 -0.5967
C 2.7922 -0.2871 1.0331
C 2.0961 -0.5036 2.4997
C 0.9903 0.6230 2.9305
C 0.2604 1.7203 1.9605
C -0.8107 2.8208 2.6164
C -1.2061 2.8852 4.2142
C -0.5042 1.7383 5.1856
C 0.5628 0.6478 4.5462
C 1.8079 -0.8514 -0.1959
C 0.3207 -1.5127 0.1568
C -0.5643 -2.0946 -1.1250
C 0.1311 -1.9659 -2.6027
N 1.4558 -1.3508 -2.9542
C 2.2350 -0.8359 -1.7779
H 1.6549 1.8632 -1.0209
H 2.7836 3.6836 0.0037
H 4.6661 -1.2071 2.1902
H 4.3777 -2.5859 -1.4251
H 2.9618 -0.4523 3.3199
H 1.5882 -1.5559 2.6497
H 0.4849 1.7365 0.8126
H -1.3261 3.6425 1.9216
H -1.9496 3.7040 4.6572
H -0.7851 1.7698 6.3430
H 1.0145 -0.1381 5.3233
H -0.1265 -1.6136 1.2331
H -1.6105 -2.6122 -1.0313
H -0.4982 -2.4180 -3.5115
H 3.3039 -0.3609 -2.0192
C -1.9966 6.1390 -1.7397
C -3.4018 5.8251 -1.2953
C -3.1643 5.0495 -0.0179
O -1.9474 5.5501 0.5527
C -1.2928 6.3748 -0.4213
H -1.9305 6.9942 -2.4171
H -1.5633 5.2671 -2.2441
H -3.9371 6.7559 -1.0732
H -3.9817 5.2648 -2.0331
H -3.0240 3.9826 -0.2210
H -3.9817 5.1636 0.6999
H -1.3937 7.4168 -0.0986
H -0.2293 6.1236 -0.4622
C -5.2264 -5.2205 -2.0609
C -4.2121 -6.0459 -2.8096
C -3.0644 -5.0722 -2.9660
O -3.1046 -4.1959 -1.8312
C -4.3491 -4.3940 -1.1462
H -5.9647 -5.8169 -1.5190
H -5.7601 -4.5651 -2.7595
H -3.8988 -6.8968 -2.1933
H -4.5775 -6.4316 -3.7647
H -3.1829 -4.4593 -3.8658
H -2.0929 -5.5729 -3.0103
H -4.1357 -4.9272 -0.2134
H -4.7933 -3.4254 -0.9008
*
```